[1]
13
Properties=species:S:1:pos:R:3:forces:R:3 method="wB97M-V/def2-TZVPD" total_charge=-2 smiles="C=C[C@@H](C#N)P(=O)([O-])[O-]" homo_lumo_gap_ev=6.44 total_energy_ev=-21134.4230 mol_weight_g_mol=145.054 lumo_ha=0.242 e_homo_ev=0.14 spin_multiplicity=1
C 1.8129 -2.0424 -0.2037 -0.8 2.2 1.9
C -0.8658 -0.0525 0.1254 1.0 1.0 -0.8
C 0.4272 -0.1050 -0.2907 -1.6 -0.7 2.5
C 1.5330 -0.7190 0.5162 1.1 -1.0 -4.1
N 1.7995 -3.0144 -0.8199 0.3 -0.6 -0.2
O 3.3354 0.1351 -1.3477 1.1 -0.8 -0.2
O 2.2735 1.8775 -0.0272 -1.0 1.8 0.7
O 3.8623 0.3491 1.2933 0.2 0.1 -0.9
P 3.0014 0.5850 0.0499 0.4 -1.2 0.8
H -1.6131 0.5568 -0.3857 0.1 -0.1 -0.3
H -1.1771 -0.3373 1.1197 0.2 -0.5 0.1
H 0.8947 0.3364 -1.1334 -0.6 0.3 -1.3
H 1.5971 -0.6713 1.5513 -0.5 -0.5 1.8

***

[2]
14
Properties=species:S:1:pos:R:3:forces:R:3 method="wB97M-V/def2-TZVPD" total_charge=-1 smiles="C=C([C@H](O)C(=O)[O-])[N+](=O)[O-]" homo_lumo_gap_ev=8.36 total_energy_ev=-15937.8245 mol_weight_g_mol=146.078 lumo_ha=0.126 e_homo_ev=-4.93 spin_multiplicity=1
C 1.0111 1.5968 -2.1453 1.2 -2.9 3.3
C 0.7002 0.3786 -1.6731 2.5 1.8 1.8
C 1.8216 0.8501 0.7248 1.0 0.6 -2.2
C 1.6648 -0.2818 -0.3390 -1.1 0.9 -3.2
N -0.2244 -0.5145 -2.2155 -0.1 -0.3 -0.1
O 1.1238 0.5971 1.6854 -1.5 0.0 2.7
O 2.5151 1.8456 0.4762 0.5 0.1 -0.2
O -0.9393 -1.0646 -1.4066 -0.9 -0.3 -0.4
O -0.1690 -0.7401 -3.4186 -0.4 -0.4 -0.3
O 1.0239 -1.3040 0.2658 -0.3 -0.8 0.3
H 0.5745 2.1329 -2.8863 -1.3 1.2 -2.3
H 1.8010 1.9954 -1.5049 -0.1 0.6 -0.4
H 2.5039 -0.5318 -1.0714 -0.5 -0.2 1.9
H 0.5601 -0.8331 1.0553 1.1 -0.4 -1.0

***

[3]
11
Properties=species:S:1:pos:R:3:forces:R:3 method="wB97M-V/def2-TZVPD" smiles="C/C=C(/C#N)P=O" homo_lumo_gap_ev=8.69 total_energy_ev=-17037.2199 mol_weight_g_mol=113.056 lumo_ha=-0.047 e_homo_ev=-9.98 spin_multiplicity=1
C 1.9894 0.4082 -0.4799 0.6 -0.4 0.2
C -0.3515 0.2903 -0.6450 -0.2 1.2 -1.3
C 0.7645 -0.0090 0.0068 -1.5 -1.0 2.1
C -1.7241 0.0213 -0.1422 -0.1 -0.3 -3.5
N 3.0714 0.6610 -0.7271 1.5 0.6 -0.6
O 2.1746 -0.9871 2.0138 1.4 -0.3 0.8
P 0.7548 -0.8755 1.7384 -0.9 0.8 -1.7
H -0.1172 0.8617 -1.5948 -1.1 -0.7 0.9
H -2.2924 -0.7316 -0.6710 0.6 -0.9 -1.0
H -2.4924 0.7234 -0.2745 -0.3 2.1 0.1
H -1.7770 -0.3629 0.7754 0.2 -1.0 4.0

***

Calculated relative energy (zero: lowest compared OMol25 entry of this formula, charge and spin) in order - 6.2, 101.7, 21.7 kcal/mol